Computed, not measured: one molecule with the formula C3H3NO2S, with the ωB97M-V functional and the def2-TZVPD basis.

Results
**Relative energy (zero: lowest compared OMol25 entry of this formula, charge and spin)**: 183.9 kcal/mol
**Orbital gap (alpha / beta)**: 6.043 / 6.046 eV

Geometry (Å):
C1 0.95645 -0.74850 -0.01491
C2 -0.44160 -1.00563 -0.10557
C3 -1.13313 1.32867 0.17122
N1 -0.21127 2.01177 -0.24076
O1 3.19451 0.47233 -0.08856
O2 -1.34414 0.01608 0.40248
S1 2.54212 -0.82654 0.03318
H1 -0.72900 -1.21235 -1.15294
H2 -0.75728 -1.85072 0.52649
H3 -2.07666 1.81490 0.46937

Computed, not measured: a 3-piece molecular cluster, C17H19NO9 overall, with the ωB97M-V functional and the def2-TZVPD basis.

Results
**Structure (SMILES)**: CCCOc1ccc2c(c1)C(=O)NC2=O.O=C1OCCO1.O=C1OCCO1
**Orbital gap**: 8.788 eV

Geometry (Å):
C1 2.22779 -3.12222 0.39846
C2 3.01166 -2.40108 -0.76237
C3 2.15088 -2.08856 -2.03674
O1 1.43396 -0.82200 -1.94946
C4 0.26751 -0.93925 -1.20691
C5 0.21755 -0.24950 0.09079
C6 -1.00402 -0.38666 0.88257
C7 -2.09197 -1.20681 0.32789
C8 -2.03357 -1.90394 -0.97019
C9 -0.82820 -1.74307 -1.75985
C10 -3.34652 -2.70649 -1.22981
O2 -3.75522 -3.15213 -2.25347
N1 -3.91049 -2.80980 0.11436
C11 -3.52904 -1.62602 0.88497
O3 -4.25584 -1.15713 1.73726
H1 2.85336 -3.05180 1.33395
H2 2.07518 -4.21982 0.21084
H3 1.22548 -2.68349 0.61570
H4 3.47834 -1.42726 -0.43960
H5 3.85136 -3.07724 -1.08584
H6 1.48580 -2.94180 -2.33718
H7 2.86915 -1.94988 -2.89284
H8 1.10779 0.31754 0.43420
H9 -1.11934 0.09900 1.87261
H10 -0.76772 -2.23483 -2.75239
H11 -3.48035 -3.67647 0.46425
C12 3.73060 2.52044 0.73810
C13 4.08528 3.15441 2.05450
O4 3.83108 2.10851 2.98849
C14 3.91644 0.93155 2.31366
O5 3.92060 -0.14073 2.82899
O6 3.99678 1.13830 0.97044
H12 4.33464 2.89910 -0.08524
H13 2.67357 2.63962 0.48632
H14 5.14032 3.43333 2.11471
H15 3.47516 4.02929 2.27501
C15 -4.12022 2.34056 0.29253
C16 -4.31254 2.58203 -1.17628
O7 -3.50196 3.73457 -1.41042
C17 -2.55437 3.75820 -0.42918
O8 -1.60898 4.48073 -0.42083
O9 -2.83459 2.84276 0.53722
H16 -4.16962 1.28445 0.55739
H17 -4.84223 2.89291 0.90008
H18 -3.94028 1.75833 -1.79136
H19 -5.35321 2.77238 -1.43530

Computed, not measured: C44H60ClNO2P3S2SiTl as an isolated structure, with the ωB97M-V functional and the def2-TZVPD basis.

Results
**Orbital gap**: 5.089 eV
**Total charge**: -2

Geometry (Å):
Tl1 0.10255 -2.09640 -0.09637
C1 4.50860 -2.33611 0.27303
C2 4.55704 -1.73905 -1.13901
C3 5.99630 -1.28659 -1.39778
P1 3.03391 -0.61770 -1.34036
C4 2.84981 -0.57449 -3.22506
C5 2.09871 0.68528 -3.64567
C6 4.12010 -0.71029 -4.06079
C7 3.56351 1.09089 -0.87906
C8 4.84705 1.59415 -1.11235
C9 5.25870 2.79320 -0.55302
C10 4.39538 3.50575 0.26455
C11 3.09517 3.05757 0.43504
C12 2.62710 1.88172 -0.15688
Si1 0.72660 1.41960 -0.24843
C13 0.24441 2.92545 -1.39035
C14 1.18732 3.80918 -1.93158
C15 0.84325 4.81038 -2.82415
C16 -0.47634 4.96301 -3.21093
C17 -1.44139 4.11368 -2.69415
C18 -1.11011 3.09509 -1.79754
P2 -2.34908 1.93455 -1.07958
C19 -3.48136 3.08982 -0.09692
C20 -4.83855 2.42219 0.11872
C21 -3.64013 4.54240 -0.54027
C22 -3.36900 1.38155 -2.55893
C23 -2.43236 0.55734 -3.44617
C24 -4.13916 2.37555 -3.42624
C25 0.12520 2.15923 1.43431
C26 -0.18719 3.51601 1.58786
C27 -0.54105 4.05730 2.81087
C28 -0.62012 3.24265 3.92901
C29 -0.36908 1.88772 3.80435
C30 0.00028 1.32703 2.57643
P3 0.34088 -0.48599 2.45533
C31 1.86791 -0.59493 3.55914
C32 1.86191 0.01945 4.95820
C33 2.99047 0.06134 2.75819
C34 -1.11652 -1.28125 3.37104
C35 -2.38820 -0.50507 3.02237
C36 -1.03362 -1.58335 4.86386
H1 5.15302 -3.21732 0.32698
H2 3.49564 -2.64432 0.53290
H3 4.85892 -1.60768 1.00831
H4 4.30246 -2.55127 -1.83028
H5 6.30275 -0.55135 -0.65281
H6 6.15297 -0.86717 -2.39005
H7 6.65410 -2.15667 -1.29712
H8 2.21560 -1.44584 -3.42816
H9 2.66611 1.57594 -3.36975
H10 1.13019 0.74393 -3.15430
H11 1.94558 0.69643 -4.72920
H12 4.78243 0.14352 -3.89897
H13 3.84810 -0.72667 -5.12083
H14 4.65714 -1.63250 -3.84222
H15 5.53572 1.06084 -1.75238
H16 6.25717 3.16811 -0.75243
H17 4.72383 4.43034 0.72855
H18 2.40480 3.65078 1.02634
H19 2.22730 3.71430 -1.64377
H20 1.60428 5.47800 -3.21545
H21 -0.75545 5.74362 -3.91057
H22 -2.46630 4.25934 -3.00303
H23 -2.95833 3.10839 0.86877
H24 -5.45029 2.47010 -0.78416
H25 -5.38303 2.92063 0.92657
H26 -4.72413 1.37048 0.37450
H27 -4.21587 4.62585 -1.46374
H28 -2.67049 5.01454 -0.69245
H29 -4.17157 5.10557 0.23512
H30 -4.08253 0.69614 -2.08964
H31 -1.67305 1.19990 -3.90150
H32 -2.98868 0.05298 -4.24082
H33 -1.92207 -0.20590 -2.85752
H34 -3.45984 2.96800 -4.04014
H35 -4.76395 3.04730 -2.83766
H36 -4.79167 1.81588 -4.10281
H37 -0.14294 4.15693 0.71301
H38 -0.75359 5.11784 2.89750
H39 -0.88611 3.65899 4.89430
H40 -0.46432 1.25348 4.67665
H41 2.06784 -1.67077 3.63295
H42 1.76745 1.10361 4.89475
H43 2.81610 -0.20701 5.44462
H44 1.06664 -0.36298 5.59238
H45 2.81912 1.13677 2.68609
H46 3.02142 -0.33263 1.74545
H47 3.96247 -0.09917 3.23351
H48 -1.18108 -2.24301 2.84870
H49 -2.45104 0.43004 3.57804
H50 -3.27258 -1.10683 3.24194
H51 -2.40422 -0.26945 1.95544
H52 -1.07518 -0.67284 5.46437
H53 -0.12446 -2.13464 5.10711
H54 -1.88874 -2.20319 5.14901
Cl1 2.52730 -5.17159 -0.01644
C37 1.13766 -4.39604 0.90439
H55 1.46105 -4.44899 1.95403
H56 0.34003 -5.14189 0.79822
O1 -5.29116 -5.69319 -2.97626
S1 -5.45064 -5.34742 -1.58181
O2 -6.78927 -5.53647 -1.06306
N1 -4.88358 -3.85890 -1.23641
C38 -3.90633 -3.91456 -0.34896
S2 -3.17061 -2.57962 0.35603
C39 -3.50550 -5.29024 0.05532
C40 -2.50954 -5.67018 0.94206
C41 -2.31898 -7.02375 1.17820
C42 -3.11529 -7.98074 0.55548
C43 -4.12336 -7.59782 -0.32235
C44 -4.28935 -6.25180 -0.56156
H57 -1.90183 -4.91100 1.41593
H58 -1.53676 -7.34202 1.85626
H59 -2.94453 -9.03260 0.74945
H60 -4.75577 -8.32835 -0.81135

Computed, not measured: C36H29F10InN7OS2 as an isolated structure, with the ωB97M-V functional and the def2-TZVPD basis.

Results
**Relative energy (zero: lowest compared OMol25 entry of this formula, charge and spin)**: 15.1 kcal/mol
**Orbital gap**: 6.629 eV
**Total charge**: -1

Geometry (Å):
In1 -0.29842 0.68018 -0.73159
C1 2.39171 2.61107 -3.54892
N1 1.02363 2.42604 -3.09683
C2 0.51033 3.69134 -2.58951
C3 -0.54308 3.60416 -1.50087
N2 -0.05723 2.82374 -0.35569
C4 -0.61297 3.11777 0.88096
C5 -1.73123 3.90239 1.17863
F1 -2.46022 4.47767 0.20580
C6 -2.18632 4.10557 2.47305
F2 -3.27420 4.86321 2.67455
C7 -1.55588 3.53366 3.55355
F3 -2.00360 3.72789 4.80425
C8 -0.43921 2.76223 3.31020
F4 0.23175 2.19411 4.32938
C9 0.00562 2.58878 2.02351
F5 1.12395 1.84295 1.86693
C10 0.24558 1.79493 -4.15726
C11 -1.00571 1.04303 -3.74275
N3 -0.68262 -0.05298 -2.82774
C12 -1.61138 -1.07795 -2.71409
C13 -2.91322 -1.15450 -3.22575
F6 -3.43923 -0.15312 -3.95948
C14 -3.76651 -2.21397 -2.96384
F7 -5.01459 -2.18650 -3.45528
C15 -3.37079 -3.28184 -2.18994
F8 -4.20334 -4.30092 -1.93588
C16 -2.08155 -3.27580 -1.69933
F9 -1.63778 -4.30599 -0.96562
C17 -1.24558 -2.21694 -1.97609
F10 0.01294 -2.27892 -1.48232
H1 2.46938 3.34563 -4.36991
H2 2.80102 1.66420 -3.90533
H3 3.01444 2.96124 -2.72368
H4 0.12613 4.32344 -3.41103
H5 1.36022 4.21714 -2.14818
H6 -1.49534 3.22977 -1.89159
H7 -0.72739 4.64018 -1.20721
H8 0.90251 1.06106 -4.63128
H9 -0.02893 2.53263 -4.93436
H10 -1.41575 0.65455 -4.67881
H11 -1.77059 1.71654 -3.33975
S1 -1.08324 -0.63064 1.20239
C18 -2.77608 -0.92456 0.81617
C19 -3.36778 -2.03468 1.42073
C20 -4.70118 -2.35752 1.22841
C21 -5.26114 -3.50117 1.91277
N4 -5.69642 -4.41830 2.45375
C22 -5.47423 -1.55877 0.37686
C23 -4.88939 -0.47660 -0.25416
C24 -3.54610 -0.12102 -0.05195
S2 -2.90371 1.26555 -0.87715
C25 -6.87823 -1.83644 0.15969
N5 -7.99467 -2.05454 -0.00737
H12 -2.76504 -2.66539 2.06283
H13 -5.48561 0.12831 -0.92488
C26 4.60399 -0.30050 -1.54167
C27 3.64679 -0.93689 -2.31192
C28 2.31804 -0.56572 -2.17438
N6 1.93606 0.38086 -1.31729
C29 2.86393 1.01088 -0.58466
C30 4.20818 0.70631 -0.67385
H14 5.64743 -0.58286 -1.61679
H15 3.91373 -1.71843 -3.01060
H16 1.51768 -1.00907 -2.75259
H17 2.49797 1.78442 0.07791
H18 4.92431 1.24349 -0.06636
O1 1.74703 -0.86132 1.08075
C31 2.22248 -1.33875 2.09754
C32 2.71961 -2.77202 2.08483
C33 2.88525 -3.46845 3.43068
C34 4.14000 -3.04714 4.19214
C35 4.32365 -1.52842 4.21990
C36 3.01488 -0.78539 4.46100
N7 2.22879 -0.59858 3.24533
H19 3.64721 -2.79028 1.50219
H20 1.97560 -3.28859 1.47782
H21 2.90140 -4.54831 3.27352
H22 1.99791 -3.26457 4.03793
H23 5.02249 -3.50722 3.73753
H24 4.07799 -3.42749 5.21542
H25 4.73428 -1.18001 3.26710
H26 5.04646 -1.25550 4.99134
H27 3.22591 0.21222 4.84330
H28 2.42977 -1.30149 5.22898
H29 1.75741 0.28694 3.12594